Record 1
Molecular formula: H20O10
Method: DFT, wB97M-V/def2-TZVPD

```
30
Properties=species:S:1:pos:R:3:mulliken_charge:R:1
O 18.292 -6.989 23.136 -0.632
H 18.969 -7.491 23.590 0.305
H 17.472 -7.414 23.384 0.311
O 17.701 -7.380 20.214 -0.259
H 17.026 -6.705 20.298 0.349
H 18.294 -7.217 20.948 0.113
O 13.752 -7.302 20.316 -0.621
H 14.544 -6.765 20.337 0.310
H 13.040 -6.687 20.488 0.298
O 17.346 -3.709 18.968 -0.621
H 16.908 -4.270 19.609 0.400
H 17.003 -2.833 19.142 0.295
O 15.955 -5.221 20.871 -0.717
H 15.209 -4.623 20.830 0.306
H 16.525 -4.849 21.544 0.279
O 17.505 -7.763 17.202 -0.629
H 18.172 -7.958 16.544 0.300
H 18.000 -7.467 17.965 0.294
O 21.248 -7.549 21.745 -0.666
H 22.018 -7.463 22.307 0.280
H 20.519 -7.251 22.288 0.267
O 20.032 -9.713 20.171 -0.606
H 20.301 -8.965 20.704 0.325
H 19.199 -9.991 20.551 0.283
O 20.557 -6.020 19.411 -0.567
H 21.278 -5.450 19.144 0.283
H 20.879 -6.461 20.198 0.341
O 16.574 -9.960 19.593 -0.638
H 16.442 -10.207 20.509 0.284
H 17.044 -9.128 19.634 0.333
```

Results
calculated total energy	-20799.4019	eV
strongest force on any atom	0.6	eV/A
SMILES	O.O.O.O.O.O.O.O.O.O
energy relative to the best compared isomer or geometry (same formula, charge and spin)	309.8	kJ/mol
HOMO level	-10.2	eV

***

Record 2
Molecular formula: H20O10
Method: DFT, wB97M-V/def2-TZVPD

```
30
Properties=species:S:1:pos:R:3:mulliken_charge:R:1
O 0.584 0.578 0.129 -0.534
H 1.113 0.427 0.927 0.305
H -0.339 0.509 0.383 0.258
O -1.920 0.953 3.490 -0.652
H -1.784 1.212 4.426 0.293
H -1.051 0.685 3.191 0.434
O 0.543 0.105 3.018 -0.662
H 0.159 -0.750 3.056 0.323
H 1.346 0.191 3.538 0.272
O 0.084 -2.589 0.105 -0.587
H 0.470 -3.382 0.504 0.304
H 0.614 -1.868 0.373 0.294
O -0.730 -0.866 -2.121 -0.804
H -0.597 -0.827 -1.199 0.256
H -0.766 0.016 -2.403 0.461
O -2.446 1.957 -1.080 -0.587
H -2.555 2.039 -0.135 0.273
H -1.849 2.673 -1.230 0.301
O -1.845 -0.352 0.719 -0.551
H -1.473 -0.793 1.472 0.243
H -2.606 0.185 0.987 0.264
O 1.798 -1.119 -2.668 -0.706
H 0.884 -0.988 -2.411 0.477
H 1.962 -2.083 -2.586 0.326
O 3.307 -0.244 -0.962 -0.714
H 2.784 0.552 -0.803 0.254
H 2.811 -0.582 -1.699 0.457
O 0.136 1.463 -2.469 -0.650
H 0.931 1.583 -2.979 0.301
H 0.441 1.324 -1.586 0.353
```

Results
calculated total energy	-20799.3903	eV
strongest force on any atom	3.1	eV/A
SMILES	O.O.O.O.O.O.O.O.O.O
energy relative to the best compared isomer or geometry (same formula, charge and spin)	310.9	kJ/mol
HOMO level	-10.1	eV

***

Record 3
Molecular formula: H20O10
Method: DFT, wB97M-V/def2-TZVPD

```
30
Properties=species:S:1:pos:R:3:mulliken_charge:R:1
O -0.803 -0.506 -0.903 -0.639
H -0.828 -0.194 0.009 0.280
H -1.676 -0.889 -1.044 0.261
O -5.881 -1.847 -1.889 -0.629
H -5.916 -1.873 -0.926 0.321
H -4.946 -1.956 -2.092 0.309
O 1.050 1.774 0.756 -0.459
H 0.122 2.028 0.810 0.312
H 1.372 1.867 1.660 0.227
O -1.800 2.664 -1.006 -0.627
H -2.234 2.806 -0.157 0.320
H -1.994 1.744 -1.218 0.324
O 2.255 -4.166 -1.880 -0.613
H 1.750 -4.946 -2.136 0.307
H 2.024 -3.509 -2.546 0.312
O 1.595 -0.681 -1.265 -0.666
H 1.031 -0.251 -0.612 0.298
H 1.420 -0.199 -2.081 0.312
O -1.006 0.945 3.865 -0.606
H -0.963 1.247 4.779 0.298
H -0.083 0.849 3.606 0.293
O 3.860 0.312 -0.718 -0.613
H 3.701 -0.289 0.019 0.255
H 3.018 0.335 -1.187 0.409
O 2.248 3.179 -0.775 -0.605
H 2.021 3.679 0.016 0.294
H 1.396 2.884 -1.118 0.307
O -0.369 -1.333 2.843 -0.582
H 0.337 -1.447 2.197 0.322
H -0.700 -2.226 2.990 0.280
```

Results
calculated total energy	-20797.9515	eV
strongest force on any atom	1.6	eV/A
SMILES	O.O.O.O.O.O.O.O.O.O
energy relative to the best compared isomer or geometry (same formula, charge and spin)	449.7	kJ/mol
HOMO level	-9.8	eV

***

Record 4
Molecular formula: H20O10
Method: DFT, wB97M-V/def2-TZVPD

```
30
Properties=species:S:1:pos:R:3:mulliken_charge:R:1
O -0.194 -0.125 -0.213 -0.617
H -0.952 0.447 -0.097 0.298
H -0.388 -0.895 0.322 0.328
O -0.686 2.863 -2.891 -0.602
H -0.446 3.443 -2.168 0.306
H -1.506 3.226 -3.227 0.299
O -3.152 -4.058 -0.769 -0.641
H -2.533 -3.654 -0.161 0.324
H -3.994 -3.655 -0.557 0.308
O -0.032 -1.031 -4.244 -0.635
H 0.093 -0.316 -3.620 0.323
H -0.939 -0.941 -4.535 0.307
O -0.186 5.181 0.874 -0.637
H -0.296 4.315 1.266 0.323
H 0.421 5.634 1.459 0.316
O 3.533 -1.180 1.013 -0.630
H 2.947 -0.582 0.549 0.325
H 3.706 -0.746 1.848 0.303
O -2.871 2.706 2.551 -0.635
H -2.740 2.190 3.347 0.318
H -3.045 3.593 2.866 0.320
O -1.115 -2.825 2.039 -0.620
H -1.165 -2.439 2.914 0.287
H -0.413 -3.472 2.102 0.330
O 3.317 2.164 -1.231 -0.615
H 2.369 2.041 -1.180 0.303
H 3.426 3.036 -1.609 0.307
O 1.966 -4.903 1.338 -0.622
H 2.540 -5.669 1.365 0.304
H 2.336 -4.350 0.651 0.326
```

Results
calculated total energy	-20799.3408	eV
strongest force on any atom	0.5	eV/A
SMILES	O.O.O.O.O.O.O.O.O.O
energy relative to the best compared isomer or geometry (same formula, charge and spin)	315.7	kJ/mol
HOMO level	-10.9	eV

***

- Among the records above, which one has the highest energy relative to the best compared isomer or geometry (same formula, charge and spin)?
  number 3

***

Repeat the second record exactly.
Molecular formula: H20O10
Method: DFT, wB97M-V/def2-TZVPD

```
30
Properties=species:S:1:pos:R:3:mulliken_charge:R:1
O 0.584 0.578 0.129 -0.534
H 1.113 0.427 0.927 0.305
H -0.339 0.509 0.383 0.258
O -1.920 0.953 3.490 -0.652
H -1.784 1.212 4.426 0.293
H -1.051 0.685 3.191 0.434
O 0.543 0.105 3.018 -0.662
H 0.159 -0.750 3.056 0.323
H 1.346 0.191 3.538 0.272
O 0.084 -2.589 0.105 -0.587
H 0.470 -3.382 0.504 0.304
H 0.614 -1.868 0.373 0.294
O -0.730 -0.866 -2.121 -0.804
H -0.597 -0.827 -1.199 0.256
H -0.766 0.016 -2.403 0.461
O -2.446 1.957 -1.080 -0.587
H -2.555 2.039 -0.135 0.273
H -1.849 2.673 -1.230 0.301
O -1.845 -0.352 0.719 -0.551
H -1.473 -0.793 1.472 0.243
H -2.606 0.185 0.987 0.264
O 1.798 -1.119 -2.668 -0.706
H 0.884 -0.988 -2.411 0.477
H 1.962 -2.083 -2.586 0.326
O 3.307 -0.244 -0.962 -0.714
H 2.784 0.552 -0.803 0.254
H 2.811 -0.582 -1.699 0.457
O 0.136 1.463 -2.469 -0.650
H 0.931 1.583 -2.979 0.301
H 0.441 1.324 -1.586 0.353
```

Results
calculated total energy	-20799.3903	eV
strongest force on any atom	3.1	eV/A
SMILES	O.O.O.O.O.O.O.O.O.O
energy relative to the best compared isomer or geometry (same formula, charge and spin)	310.9	kJ/mol
HOMO level	-10.1	eV

***

What did the first record say?
Molecular formula: H20O10
Method: DFT, wB97M-V/def2-TZVPD

```
30
Properties=species:S:1:pos:R:3:mulliken_charge:R:1
O 18.292 -6.989 23.136 -0.632
H 18.969 -7.491 23.590 0.305
H 17.472 -7.414 23.384 0.311
O 17.701 -7.380 20.214 -0.259
H 17.026 -6.705 20.298 0.349
H 18.294 -7.217 20.948 0.113
O 13.752 -7.302 20.316 -0.621
H 14.544 -6.765 20.337 0.310
H 13.040 -6.687 20.488 0.298
O 17.346 -3.709 18.968 -0.621
H 16.908 -4.270 19.609 0.400
H 17.003 -2.833 19.142 0.295
O 15.955 -5.221 20.871 -0.717
H 15.209 -4.623 20.830 0.306
H 16.525 -4.849 21.544 0.279
O 17.505 -7.763 17.202 -0.629
H 18.172 -7.958 16.544 0.300
H 18.000 -7.467 17.965 0.294
O 21.248 -7.549 21.745 -0.666
H 22.018 -7.463 22.307 0.280
H 20.519 -7.251 22.288 0.267
O 20.032 -9.713 20.171 -0.606
H 20.301 -8.965 20.704 0.325
H 19.199 -9.991 20.551 0.283
O 20.557 -6.020 19.411 -0.567
H 21.278 -5.450 19.144 0.283
H 20.879 -6.461 20.198 0.341
O 16.574 -9.960 19.593 -0.638
H 16.442 -10.207 20.509 0.284
H 17.044 -9.128 19.634 0.333
```

Results
calculated total energy	-20799.4019	eV
strongest force on any atom	0.6	eV/A
SMILES	O.O.O.O.O.O.O.O.O.O
energy relative to the best compared isomer or geometry (same formula, charge and spin)	309.8	kJ/mol
HOMO level	-10.2	eV

***

- What is the formula in the fourth record?
  H20O10